[1]
Molecular formula: C52H161N11O23
Method: DFT, ωB97M-V with the def2-TZVPD basis set

Properties
HOMO level in eV: -8.9
Spin multiplicity: 1
LUMO in eV: 0.45

Geometry (Å):
1 C -0.132 -0.384 0.390
2 C -0.710 -0.358 -1.037
3 O 0.207 -0.778 -2.087
4 H 0.289 -1.344 0.625
5 H -0.909 -0.080 1.079
6 H 0.733 0.298 0.413
7 H -0.984 0.659 -1.343
8 H -1.582 -0.953 -1.250
9 H 0.913 -0.088 -2.222
10 C 0.506 6.991 2.429
11 C 1.306 7.554 1.272
12 O 1.816 6.504 0.404
13 H 0.972 6.196 2.899
14 H -0.515 6.666 2.107
15 H 0.308 7.803 3.170
16 H 2.087 8.090 1.774
17 H 0.709 8.247 0.685
18 H 2.386 6.938 -0.214
19 C -0.716 3.180 1.021
20 C -2.197 3.600 1.337
21 O -3.018 3.489 0.171
22 H -0.224 3.022 1.939
23 H -0.171 3.798 0.343
24 H -0.770 2.166 0.534
25 H -2.178 4.621 1.771
26 H -2.477 2.911 2.143
27 H -3.973 3.315 0.404
28 C 3.383 0.079 -5.651
29 C 3.632 1.587 -5.551
30 O 3.896 2.023 -4.205
31 H 3.618 -0.267 -6.688
32 H 2.350 -0.293 -5.470
33 H 4.082 -0.368 -4.920
34 H 2.780 2.085 -5.999
35 H 4.446 2.008 -6.186
36 H 4.783 1.645 -3.963
37 O 2.467 -4.760 -0.113
38 H 3.048 -5.425 0.251
39 H 2.481 -4.851 -1.062
40 O 3.456 -2.093 -0.512
41 H 3.169 -3.007 -0.335
42 H 2.697 -1.729 -0.963
43 O 2.117 1.288 -2.056
44 H 2.597 1.531 -2.868
45 H 1.624 2.109 -1.899
46 O -5.796 4.633 -1.227
47 H -6.087 4.217 -0.373
48 H -4.858 4.405 -1.235
49 O -0.471 0.570 4.693
50 H -0.173 -0.297 4.272
51 H -1.155 0.500 5.306
52 O -3.327 -4.046 -1.725
53 H -2.400 -4.294 -2.021
54 H -3.549 -3.406 -2.445
55 O 2.002 4.535 -1.918
56 H 1.515 4.572 -2.796
57 H 1.309 4.818 -1.307
58 O -5.578 2.870 1.018
59 H -6.061 2.211 0.437
60 H -5.385 2.680 1.953
61 C -4.659 2.456 -7.307
62 C -3.889 3.846 -7.044
63 C -2.558 3.920 -7.857
64 O -1.717 2.829 -7.514
65 C -0.678 2.614 -8.432
66 N -4.663 5.018 -7.268
67 H -5.197 2.495 -8.247
68 H -5.434 2.104 -6.628
69 H -3.989 1.640 -7.408
70 H -3.620 3.769 -6.003
71 H -2.021 4.878 -7.705
72 H -2.681 3.863 -8.889
73 H -0.010 3.470 -8.602
74 H -0.957 2.231 -9.415
75 H -0.068 1.872 -7.898
76 H -5.177 5.325 -6.508
77 H -5.206 5.099 -8.171
78 C -0.495 -3.462 -4.576
79 C 0.253 -4.312 -3.554
80 C 1.749 -4.092 -3.772
81 O 2.523 -5.151 -3.188
82 C 3.837 -5.175 -3.889
83 N -0.196 -3.924 -2.178
84 H -0.315 -3.793 -5.591
85 H -0.482 -2.391 -4.450
86 H -1.549 -3.656 -4.421
87 H 0.093 -5.404 -3.682
88 H 2.183 -3.052 -3.558
89 H 1.943 -4.107 -4.829
90 H 4.621 -5.579 -3.220
91 H 4.214 -4.154 -4.166
92 H 3.646 -5.777 -4.775
93 H -0.046 -2.910 -1.983
94 H 0.062 -4.503 -1.378
95 C 3.223 -0.326 5.340
96 C 3.291 -1.309 4.136
97 C 2.163 -0.948 3.160
98 O 0.977 -1.493 3.559
99 C 0.811 -2.895 3.312
100 N 4.569 -1.240 3.436
101 H 2.130 -0.210 5.518
102 H 3.696 0.632 4.980
103 H 3.690 -0.637 6.272
104 H 3.158 -2.322 4.459
105 H 2.502 -1.372 2.189
106 H 2.033 0.133 3.046
107 H 1.036 -3.172 2.286
108 H -0.247 -3.095 3.466
109 H 1.490 -3.459 3.897
110 H 4.502 -1.530 2.463
111 H 5.327 -1.701 3.889
112 C -4.729 -0.723 -1.067
113 C -6.141 -0.397 -1.308
114 C -7.042 -1.522 -1.739
115 O -8.462 -1.127 -1.832
116 C -8.818 -0.324 -2.967
117 N -6.833 0.368 -0.169
118 H -4.377 -1.362 -1.935
119 H -4.514 -1.326 -0.157
120 H -4.100 0.173 -0.985
121 H -6.116 0.298 -2.094
122 H -7.089 -2.306 -0.950
123 H -6.660 -1.989 -2.607
124 H -8.150 0.567 -3.011
125 H -9.827 0.011 -2.810
126 H -8.834 -0.894 -3.878
127 H -7.835 0.315 -0.214
128 H -6.590 -0.118 0.672
129 C -3.962 -4.908 1.427
130 C -2.592 -4.376 1.554
131 C -1.449 -5.261 1.056
132 O -1.350 -6.383 1.961
133 C -0.081 -7.016 1.899
134 N -2.473 -3.043 0.895
135 H -4.699 -4.450 2.045
136 H -3.909 -5.926 1.768
137 H -4.280 -5.034 0.415
138 H -2.461 -4.188 2.667
139 H -0.499 -4.741 1.061
140 H -1.536 -5.666 0.018
141 H -0.027 -7.568 2.793
142 H 0.771 -6.334 1.862
143 H -0.001 -7.655 1.000
144 H -2.500 -3.137 -0.088
145 H -1.650 -2.624 1.192
146 C -0.775 1.493 -4.157
147 C -0.948 2.819 -3.394
148 C -0.723 3.961 -4.384
149 O 0.631 4.367 -4.515
150 C 0.958 5.342 -5.504
151 N -2.366 3.095 -3.021
152 H -1.566 1.441 -4.991
153 H -1.003 0.621 -3.580
154 H 0.263 1.501 -4.606
155 H -0.192 2.807 -2.598
156 H -1.334 4.798 -4.050
157 H -0.960 3.600 -5.370
158 H 2.017 5.558 -5.414
159 H 0.265 6.227 -5.460
160 H 0.816 4.916 -6.530
161 H -2.389 3.941 -2.371
162 H -2.714 2.267 -2.524
163 C -3.746 -2.675 6.648
164 C -2.520 -2.982 5.848
165 C -1.316 -2.523 6.681
166 O -1.620 -1.193 7.042
167 C -0.750 -0.591 8.020
168 N -2.333 -4.407 5.608
169 H -3.847 -1.612 6.837
170 H -3.606 -3.212 7.614
171 H -4.721 -2.988 6.200
172 H -2.593 -2.382 4.923
173 H -0.372 -2.586 6.157
174 H -1.317 -3.062 7.626
175 H 0.337 -0.666 7.891
176 H -0.808 -1.055 9.010
177 H -1.115 0.479 8.144
178 H -3.209 -4.878 5.394
179 H -1.598 -4.782 5.009
180 C -5.810 3.409 6.916
181 C -5.674 3.043 5.412
182 C -4.624 2.043 5.027
183 O -4.412 2.053 3.540
184 C -3.684 0.878 3.149
185 N -6.992 2.412 4.936
186 H -4.937 3.946 7.264
187 H -5.943 2.462 7.488
188 H -6.711 4.029 7.008
189 H -5.492 3.961 4.807
190 H -4.905 0.982 5.235
191 H -3.603 2.281 5.409
192 H -4.135 -0.028 3.557
193 H -2.580 0.943 3.301
194 H -3.810 0.901 2.061
195 H -7.658 3.127 5.229
196 H -6.929 2.373 3.946
197 C 5.306 -4.780 1.630
198 C 6.327 -5.773 1.029
199 C 5.657 -6.499 -0.159
200 O 4.384 -7.005 0.325
201 C 3.645 -7.830 -0.566
202 N 7.541 -5.198 0.523
203 H 4.914 -4.286 0.747
204 H 5.727 -4.080 2.328
205 H 4.467 -5.337 2.149
206 H 6.622 -6.467 1.846
207 H 6.270 -7.335 -0.542
208 H 5.464 -5.833 -1.017
209 H 3.094 -7.358 -1.405
210 H 2.912 -8.320 0.034
211 H 4.252 -8.637 -1.021
212 H 8.118 -4.686 1.202
213 H 7.360 -4.486 -0.180
214 C 6.175 -1.286 -3.365
215 C 6.664 -0.713 -1.979
216 C 5.982 0.594 -1.604
217 O 6.164 1.527 -2.699
218 C 6.041 2.849 -2.177
219 N 6.451 -1.727 -0.902
220 H 6.206 -0.470 -4.060
221 H 5.169 -1.696 -3.183
222 H 6.880 -2.049 -3.712
223 H 7.742 -0.534 -2.249
224 H 6.474 1.044 -0.712
225 H 4.922 0.545 -1.431
226 H 5.101 2.893 -1.597
227 H 5.891 3.458 -3.083
228 H 6.899 3.179 -1.599
229 H 5.411 -1.877 -0.981
230 H 6.566 -1.158 -0.071
231 C 2.177 4.342 5.528
232 C 3.702 4.098 5.189
233 C 4.157 4.481 3.793
234 O 3.636 3.600 2.835
235 C 3.995 3.955 1.504
236 N 4.623 4.877 6.056
237 H 1.844 5.381 5.316
238 H 1.973 4.118 6.590
239 H 1.596 3.675 4.869
240 H 3.834 3.036 5.336
241 H 5.258 4.503 3.843
242 H 3.812 5.495 3.632
243 H 3.438 3.275 0.900
244 H 5.117 3.784 1.347
245 H 3.829 5.014 1.259
246 H 4.360 4.810 7.094
247 H 5.563 4.457 5.941

[2]
Molecular formula: C52H19BrF19GeI2N2OPSZn
Method: DFT, ωB97M-V with the def2-TZVPD basis set

Properties
HOMO level in eV: -7.6
ΔE to the lowest compared entry with this formula, charge and spin in kJ/mol: 0.00
Spin multiplicity: 1
LUMO in eV: -0.28

Geometry (Å):
1 Zn -1.067 0.653 -1.090
2 I -3.195 2.931 -4.906
3 C -3.374 3.406 -2.865
4 C -4.036 4.548 -2.436
5 C -4.117 4.833 -1.094
6 I -5.133 6.596 -0.494
7 C -3.517 3.997 -0.134
8 C -3.515 4.213 1.258
9 C -2.847 3.342 2.077
10 C -2.171 2.252 1.516
11 N -2.185 1.999 0.229
12 C -2.835 2.838 -0.597
13 C -2.765 2.515 -1.990
14 O -2.157 1.455 -2.394
15 H -4.474 5.215 -3.163
16 H -4.032 5.068 1.670
17 H -2.822 3.488 3.145
18 H -1.612 1.576 2.142
19 F -5.432 -5.802 -2.665
20 C -4.772 -4.789 -2.112
21 C -4.808 -4.595 -0.734
22 F -5.493 -5.429 0.048
23 C -4.104 -3.536 -0.175
24 F -4.180 -3.377 1.149
25 C -3.337 -2.661 -0.942
26 P -2.287 -1.377 -0.110
27 C -3.452 -0.737 1.130
28 C -4.699 -0.314 0.671
29 C -5.612 0.242 1.546
30 C -5.288 0.375 2.887
31 C -4.034 0.000 3.337
32 C -3.108 -0.543 2.464
33 C -1.124 -2.516 0.718
34 C -1.384 -3.132 1.939
35 C -0.442 -3.981 2.489
36 C 0.739 -4.244 1.815
37 C 1.000 -3.641 0.595
38 C 0.075 -2.768 0.050
39 C -3.331 -2.856 -2.325
40 Br -2.393 -1.714 -3.491
41 C -4.041 -3.908 -2.899
42 F -4.006 -4.084 -4.217
43 H -4.950 -0.428 -0.376
44 H -6.575 0.573 1.185
45 H -6.015 0.778 3.575
46 H -3.770 0.130 4.376
47 H -2.128 -0.814 2.823
48 H -2.314 -2.973 2.461
49 H -0.647 -4.448 3.442
50 H 1.459 -4.920 2.247
51 H 1.917 -3.864 0.071
52 H 0.276 -2.282 -0.897
53 F 0.130 0.064 2.736
54 C 1.096 -0.817 3.037
55 C 2.212 -0.834 2.227
56 C 3.196 -1.752 2.534
57 F 4.277 -1.833 1.749
58 C 3.100 -2.597 3.634
59 F 4.072 -3.469 3.907
60 C 1.980 -2.524 4.456
61 F 1.883 -3.308 5.526
62 C 0.958 -1.633 4.147
63 F -0.139 -1.574 4.906
64 Ge 2.426 0.656 0.876
65 S 0.900 1.680 -0.225
66 C 3.988 0.084 -0.237
67 C 5.282 0.517 -0.031
68 F 5.545 1.252 1.054
69 C 6.307 0.189 -0.909
70 F 7.550 0.616 -0.685
71 C 6.027 -0.585 -2.032
72 F 6.998 -0.883 -2.895
73 C 4.734 -1.053 -2.249
74 F 4.455 -1.811 -3.317
75 C 3.751 -0.722 -1.330
76 F 2.510 -1.218 -1.475
77 C 3.017 2.255 1.930
78 C 2.783 2.466 3.273
79 F 2.444 1.411 4.034
80 C 2.883 3.723 3.859
81 F 2.670 3.884 5.168
82 C 3.189 4.820 3.061
83 F 3.236 6.040 3.593
84 C 3.462 4.636 1.707
85 F 3.786 5.681 0.944
86 C 3.383 3.358 1.177
87 F 3.660 3.147 -0.118
88 N 0.165 -0.132 -2.563
89 C 0.960 0.021 -3.379
90 C 1.985 0.155 -4.326
91 C 2.092 -0.768 -5.371
92 C 3.146 -0.666 -6.257
93 C 4.084 0.346 -6.113
94 C 3.969 1.271 -5.084
95 C 2.925 1.183 -4.184
96 H 1.355 -1.550 -5.471
97 H 3.244 -1.380 -7.060
98 H 4.908 0.416 -6.807
99 H 4.700 2.059 -4.985
100 H 2.827 1.891 -3.374

[3]
Molecular formula: C52H31Cl2N10O7SV
Method: DFT, ωB97M-V with the def2-TZVPD basis set

Properties
HOMO level (spin up / spin down) in eV: -9.1 / -9.1
ΔE to the lowest compared entry with this formula, charge and spin in kJ/mol: 0.00
Spin multiplicity: 2
Total charge: +1
LUMO (spin up / spin down) in eV: -4.71 / -4.66

Geometry (Å):
1 V -0.592 -0.583 1.079
2 C -3.164 5.413 1.420
3 C -4.374 4.753 1.161
4 C -4.449 3.371 1.117
5 C -3.270 2.676 1.340
6 C -2.988 1.249 1.369
7 N -1.645 1.041 1.643
8 C -1.078 2.290 1.819
9 N 0.129 2.567 2.208
10 C 0.968 1.595 2.544
11 C 2.190 1.847 3.265
12 C 2.757 3.024 3.748
13 C 3.947 2.907 4.437
14 C 4.550 1.655 4.650
15 C 3.980 0.489 4.180
16 C 2.783 0.610 3.476
17 C 1.929 -0.373 2.857
18 N 2.226 -1.647 2.794
19 C 1.419 -2.522 2.260
20 N 0.148 -2.289 1.761
21 C -0.354 -3.518 1.350
22 N -1.559 -3.774 0.927
23 C -2.503 -2.851 0.905
24 N -2.356 -1.507 1.189
25 C -3.601 -0.933 1.078
26 N -3.900 0.353 1.162
27 C -4.570 -1.933 0.731
28 C -5.938 -1.845 0.461
29 C -6.569 -2.998 0.051
30 C -5.868 -4.215 -0.082
31 C -4.519 -4.303 0.190
32 C -3.877 -3.131 0.596
33 C 0.655 -4.539 1.533
34 C 0.640 -5.903 1.262
35 C 1.773 -6.619 1.598
36 C 2.882 -5.995 2.196
37 C 2.888 -4.643 2.471
38 C 1.748 -3.923 2.122
39 N 0.829 0.263 2.292
40 C -2.077 3.324 1.593
41 C -1.993 4.707 1.648
42 H -3.151 6.494 1.451
43 H -5.266 5.341 0.994
44 H -5.373 2.853 0.909
45 H 2.285 3.981 3.582
46 H 4.430 3.793 4.825
47 H 5.481 1.609 5.197
48 H 4.438 -0.476 4.341
49 H -6.466 -0.907 0.557
50 H -7.626 -2.979 -0.177
51 H -6.405 -5.096 -0.404
52 H -3.977 -5.232 0.092
53 H -0.218 -6.374 0.806
54 H 1.812 -7.681 1.401
55 H 3.746 -6.595 2.447
56 H 3.736 -4.157 2.931
57 H -1.058 5.205 1.860
58 Cl 2.432 0.648 -0.265
59 C 3.100 0.614 -1.906
60 Cl 1.856 0.239 -3.103
61 H 3.856 -0.163 -1.938
62 H 3.507 1.597 -2.117
63 O 0.280 -2.738 -1.747
64 C -0.577 -1.938 -1.566
65 O -0.407 -0.963 -0.577
66 C -1.919 -1.886 -2.197
67 C -2.817 -0.847 -1.966
68 C -4.082 -0.949 -2.518
69 C -4.496 -2.031 -3.267
70 C -3.565 -3.032 -3.475
71 C -2.285 -2.989 -2.965
72 N -3.980 -4.223 -4.252
73 O -5.086 -4.200 -4.740
74 O -3.181 -5.126 -4.336
75 N -5.055 0.139 -2.270
76 O -6.189 -0.038 -2.654
77 O -4.649 1.125 -1.698
78 H -2.540 0.033 -1.400
79 H -5.498 -2.100 -3.666
80 H -1.598 -3.806 -3.132
81 O -1.023 1.808 -0.975
82 S -0.804 2.163 -2.417
83 C -2.198 3.116 -2.957
84 C -2.793 4.056 -2.125
85 C -3.905 4.738 -2.581
86 C -4.407 4.486 -3.854
87 C -3.806 3.548 -4.676
88 C -2.695 2.847 -4.223
89 C 0.438 3.443 -2.376
90 C 0.930 3.944 -3.573
91 C 1.913 4.917 -3.540
92 C 2.401 5.372 -2.320
93 C 1.908 4.851 -1.133
94 C 0.919 3.875 -1.153
95 H -2.396 4.232 -1.132
96 H -4.385 5.474 -1.951
97 H -5.276 5.026 -4.204
98 H -4.201 3.355 -5.664
99 H -2.220 2.097 -4.843
100 H 0.549 3.581 -4.519
101 H 2.303 5.321 -4.464
102 H 3.170 6.132 -2.297
103 H 2.292 5.203 -0.185
104 H 0.531 3.443 -0.240